Molecular formula: C14H11N2O8S
Method: DFT, ωB97M-V with the def2-TZVPD basis set

Bonds (Å) are listed after each position.
CARTESIAN COORDINATES (ANGSTROEM)
1 C 0.51 -0.95 1.40  N2 1.425, H6 1.067, H7 1.102, H8 1.095
2 N -0.11 -1.18 2.66  C1 1.425, N3 1.491
3 N 0.89 -0.90 3.73  N2 1.491, C4 1.194
4 C 1.72 -1.74 3.89  N3 1.194, S5 1.583
5 S 2.96 -2.72 3.76  C4 1.583
6 H -0.25 -1.25 0.71  C1 1.067
7 H 1.40 -1.57 1.19  C1 1.102
8 H 0.76 0.10 1.22  C1 1.095
9 C 3.04 1.02 -2.13  C10 1.338, C15 1.454, H19 1.081
10 C 4.27 1.39 -2.50  C9 1.338, C11 1.500, O18 1.331
11 C 5.16 2.21 -1.60  C10 1.500, O12 1.224, C13 1.443
12 O 6.27 2.49 -2.02  C11 1.224
13 C 4.64 2.62 -0.32  C11 1.443, C14 1.347, H20 1.080
14 C 3.40 2.25 0.06  C13 1.347, C15 1.500, O17 1.317
15 C 2.52 1.42 -0.83  C9 1.454, C14 1.500, O16 1.215
16 O 1.42 1.12 -0.41  C15 1.215
17 O 2.87 2.58 1.21  C14 1.317, H21 0.979
18 O 4.82 1.08 -3.67  C10 1.331, H22 0.975
19 H 2.39 0.43 -2.77  C9 1.081
20 H 5.29 3.21 0.32  C13 1.080
21 H 1.98 2.16 1.24  O17 0.979
22 H 5.71 1.48 -3.65  O18 0.975
23 C -3.85 -0.55 -1.36  C24 1.336, C29 1.458, H33 1.081
24 C -5.11 -0.99 -1.34  C23 1.336, C25 1.504, O32 1.329
25 C -5.75 -1.54 -0.09  C24 1.504, O26 1.225, C27 1.437
26 O -6.91 -1.90 -0.18  C25 1.225
27 C -4.96 -1.61 1.11  C25 1.437, C28 1.353, H34 1.080
28 C -3.68 -1.18 1.11  C27 1.353, C29 1.521, O31 1.310
29 C -3.05 -0.59 -0.14  C23 1.458, C28 1.521, O30 1.205
30 O -1.92 -0.20 -0.06  C29 1.205
31 O -2.94 -1.24 2.19  C28 1.310, H35 0.998
32 O -5.91 -0.99 -2.40  C24 1.329, H36 0.976
33 H -3.39 -0.15 -2.25  C23 1.081
34 H -5.43 -2.03 1.99  C27 1.080
35 H -2.01 -0.90 2.05  O31 0.998
36 H -6.76 -1.36 -2.09  O32 0.976

The spin multiplicity is 1. As for the gap between HOMO and LUMO: 3.504 eV. Its lowest unoccupied orbital energy is 0.742 eV. As for the strongest force on any atom: 1.299 eV Å⁻¹. Its total charge is -1.

Here are the natural (NBO) charges for atoms 1 to 2, given in e: C -0.429; N -0.652